Entry from OMol25: a cluster of 2 separate species, C5H10O2 in total at a distorted geometry (wB97M-V/def2-TZVPD).

Output
Orbital gap: 7.6 eV
LUMO energy: 0.011 Eh
ΔE to the lowest compared entry with this formula, charge and spin: 654.0 kJ/mol
F_max: 3.3 eV/Å

Element x y z (Å)
O1 -1.353 0.086 0.040
O2 -1.339 -2.366 -0.994
C1 -0.607 -2.503 -1.962
C2 -0.085 1.880 1.170
C3 -0.458 0.701 -1.033
C4 -0.039 0.600 0.400
C5 1.028 -0.443 0.600
H1 -1.133 2.242 1.305
H2 0.172 -3.333 -2.240
H3 1.957 0.000 0.106
H4 -1.322 -0.936 0.074
H5 0.285 2.641 0.452
H6 0.803 -1.310 -0.091
H7 -0.472 -1.848 -2.802
H8 0.367 1.790 2.226
H9 -1.000 1.695 -1.328
H10 1.306 -0.783 1.617

Entry from OMol25: the ion C5H8N5O2 with charge +1 at a distorted geometry (wB97M-V/def2-TZVPD).

Output
Orbital gap (spin up / spin down): 8.9 / 6.7 eV
LUMO energy (spin up / spin down): -0.159 / -0.167 Eh
ΔE to the lowest compared entry with this formula, charge and spin: 46.5 kJ/mol
F_max: 4.0 eV/Å
Total charge: +1

Element x y z (Å)
O1 0.471 -1.764 1.636
O2 -2.801 0.459 -0.301
N1 -0.570 -1.193 -1.724
N2 1.272 -1.634 -0.569
N3 0.581 2.977 1.194
N4 -0.938 1.419 0.499
N5 1.365 0.919 0.523
C1 -0.966 -1.047 -0.323
C2 0.398 1.696 0.660
C3 0.338 -1.401 0.384
C4 0.766 -1.421 -1.825
C5 -1.642 0.379 -0.081
H1 1.414 -1.518 -2.757
H2 -1.456 2.210 0.838
H3 -0.230 3.486 1.608
H4 -1.323 -1.161 -2.413
H5 1.296 -2.235 1.697
H6 -1.678 -1.857 0.016
H7 2.269 -1.558 -0.591
H8 1.434 3.244 1.531

Entry from OMol25: a structure of composition C44H116FeN10O14 at a distorted geometry (wB97M-V/def2-TZVPD).

Output
Orbital gap (spin up / spin down): 8.6 / 8.1 eV
LUMO energy (spin up / spin down): 0.022 / 0.022 Eh
Expectation value of S²: 6.007
ΔE to the lowest compared entry with this formula, charge and spin: 197.7 kJ/mol
F_max: 3.9 eV/Å
Spin multiplicity: 5

Element x y z (Å)
Fe1 0.870 0.435 0.341
O1 2.953 4.518 0.858
O2 -2.403 -1.342 5.401
O3 0.266 2.396 -0.782
O4 -5.360 -2.446 -0.606
O5 0.295 -6.632 0.929
O6 -0.696 1.883 4.007
O7 0.788 -1.847 0.292
O8 1.965 -0.907 1.756
O9 2.993 -1.573 6.128
O10 -1.606 -3.844 -6.329
O11 -3.471 5.034 -0.215
O12 5.573 -0.170 -0.826
O13 3.007 3.596 -5.483
O14 -0.585 0.561 -1.412
N1 -0.825 0.407 1.715
N2 1.506 2.178 1.846
N3 -2.650 -1.800 1.745
N4 2.815 3.446 -1.808
N5 -3.357 -0.715 -5.418
N6 -3.737 -0.830 -2.314
N7 -0.681 5.183 -0.147
N8 -1.069 -4.088 1.015
N9 2.725 0.662 -0.835
N10 5.608 -2.606 5.731
C1 -3.193 -1.624 3.069
C2 -4.476 -2.371 3.357
C3 -2.325 -2.212 6.591
C4 -5.409 0.875 -2.414
C5 0.038 -5.836 -0.240
C6 -2.804 5.596 -1.385
C7 -5.918 -1.501 -1.581
C8 5.072 -1.701 4.766
C9 -6.320 -3.214 0.083
C10 3.372 1.570 3.342
C11 -0.672 6.625 -2.057
C12 2.663 3.058 -4.211
C13 -4.741 4.355 -0.530
C14 -0.912 2.456 5.294
C15 2.320 2.819 -6.473
C16 -0.409 1.760 -1.609
C17 1.599 -1.811 6.240
C18 -2.197 -1.513 -5.700
C19 -0.965 2.404 -2.842
C20 -1.911 -4.317 -1.187
C21 2.721 2.724 2.512
C22 5.703 -2.010 3.398
C23 2.341 -0.780 -2.801
C24 1.613 -7.216 0.875
C25 3.198 -0.446 -1.564
C26 -4.884 -0.346 -1.643
C27 -2.151 -1.972 4.149
C28 -0.997 -1.080 -4.877
C29 -1.623 1.630 1.885
C30 3.685 5.665 0.334
C31 4.699 -0.252 -1.930
C32 3.218 3.956 -3.098
C33 -1.269 -5.065 0.033
C34 3.663 3.473 1.531
C35 2.286 -3.287 1.487
C36 5.796 -1.404 -0.125
C37 -2.462 -3.037 -5.526
C38 -1.878 2.001 3.352
C39 1.631 -1.926 1.163
C40 4.743 4.053 -3.134
C41 3.474 -1.816 4.800
C42 -1.426 6.158 -0.860
C43 -1.941 -5.245 -6.166
C44 -2.937 1.561 1.105
H1 -3.409 2.521 1.313
H2 4.833 -1.685 0.301
H3 -5.347 -2.228 2.716
H4 -0.733 4.325 -0.676
H5 -2.297 -2.747 1.733
H6 0.318 6.990 -1.784
H7 -3.533 -1.796 -2.101
H8 6.459 -1.316 0.736
H9 -2.890 -5.588 -6.579
H10 -1.363 -2.725 6.587
H11 5.172 4.596 -2.293
H12 -2.773 4.778 -2.105
H13 3.591 0.807 -0.335
H14 1.458 -1.324 -2.464
H15 1.335 -2.868 6.212
H16 1.806 3.465 -1.822
H17 -1.081 7.440 -2.654
H18 -7.088 -2.607 0.562
H19 6.153 -2.173 -0.809
H20 2.701 3.019 -7.475
H21 -5.208 4.713 -1.448
H22 -2.045 -5.073 -1.960
H23 -3.344 -0.705 -4.408
H24 -1.857 2.201 5.773
H25 -1.149 -5.861 -6.592
H26 -1.223 -3.543 -1.529
H27 -4.489 3.338 -0.831
H28 -2.214 3.038 3.383
H29 1.580 3.037 -4.087
H30 -0.960 3.534 5.140
H31 -4.798 -2.044 4.346
H32 -4.340 -3.444 3.487
H33 -2.943 -0.275 -2.027
H34 -0.105 -1.579 -5.257
H35 -0.731 -0.045 -5.094
H36 -4.556 -0.083 -0.638
H37 4.769 -2.625 6.293
H38 -0.316 2.229 -3.700
H39 -5.399 4.280 0.336
H40 2.459 1.765 -6.234
H41 2.858 -1.432 -3.504
H42 5.066 4.697 -3.952
H43 -4.679 1.685 -2.392
H44 2.400 -6.504 1.124
H45 -2.482 -3.453 -4.519
H46 -0.272 -4.370 1.568
H47 -3.072 -3.001 6.496
H48 -2.050 -5.695 0.458
H49 6.792 -1.954 3.423
H50 -1.176 4.975 0.708
H51 1.043 2.910 1.327
H52 -3.498 -0.581 2.981
H53 -2.491 1.645 0.114
H54 6.236 -2.069 6.312
H55 2.734 1.429 -1.493
H56 -3.354 6.419 -1.841
H57 -1.208 -1.587 3.761
H58 -0.433 5.819 -2.751
H59 3.849 0.887 2.640
H60 -0.497 0.260 2.659
H61 -5.775 0.677 -3.422
H62 -0.063 2.298 5.958
H63 3.112 4.022 -1.033
H64 -6.823 -3.681 -0.764
H65 -1.017 2.356 1.341
H66 -1.554 7.087 -0.306
H67 -1.042 -1.173 -3.792
H68 3.072 -1.088 4.095
H69 2.803 4.962 -3.160
H70 3.066 6.366 -0.227
H71 1.326 -1.388 7.207
H72 2.365 3.477 3.216
H73 1.699 -7.940 1.685
H74 -1.965 -1.399 -6.759
H75 1.934 0.130 -3.244
H76 0.822 -5.100 -0.420
H77 -1.980 2.160 -3.155
H78 -0.915 3.489 -2.758
H79 -2.825 -3.788 -0.920
H80 4.151 1.819 4.063
H81 -3.654 0.744 1.191
H82 3.136 -1.318 -0.914
H83 0.903 -1.298 5.577
H84 -6.186 -1.992 -2.516
H85 1.836 -7.790 -0.024
H86 -2.513 -1.633 7.495
H87 4.930 -1.180 -2.453
H88 2.664 1.025 3.967
H89 3.332 -3.169 1.769
H90 4.482 6.088 0.945
H91 -2.103 -5.531 -5.126
H92 0.841 1.960 2.574
H93 5.408 -1.323 2.606
H94 -3.078 0.213 -5.702
H95 3.107 2.063 -4.240
H96 -3.441 -3.179 -5.983
H97 1.248 3.016 -6.472
H98 4.037 2.837 0.729
H99 -6.867 -1.052 -1.287
H100 4.782 0.599 -2.606
H101 4.545 3.807 2.078
H102 4.112 5.273 -0.589
H103 -3.383 -1.924 1.061
H104 -2.648 1.415 3.853
H105 -2.066 -3.058 4.113
H106 -0.704 -3.261 0.565
H107 5.292 -0.680 5.075
H108 -6.212 1.439 -1.941
H109 5.247 3.087 -3.108
H110 2.271 -3.754 0.502
H111 3.178 -2.831 4.534
H112 -5.851 -3.997 0.680
H113 5.492 -3.016 3.037
H114 1.836 -3.970 2.209
H115 -1.466 -0.373 1.673
H116 -0.043 -6.599 -1.013

Entry from OMol25: an isolated molecule of C9H7BrClN3S at a distorted geometry (wB97M-V/def2-TZVPD).

Output
Orbital gap: 7.5 eV
LUMO energy: -0.023 Eh
ΔE to the lowest compared entry with this formula, charge and spin: 98.7 kJ/mol
F_max: 3.2 eV/Å

Element x y z (Å)
Br1 -3.669 -1.692 0.046
Cl1 -1.323 3.266 -2.047
S1 1.353 -3.547 -0.888
N1 1.014 1.276 -0.236
N2 0.695 -1.001 -0.960
N3 -2.366 -0.795 0.994
C1 -1.235 2.213 -0.696
C2 -2.167 1.237 -0.447
C3 3.070 -2.924 -0.764
C4 -1.127 0.842 1.746
C5 -0.001 2.288 0.175
C6 -1.937 0.351 0.680
C7 0.811 0.126 -0.539
C8 -0.272 1.837 1.575
C9 0.302 -2.264 -0.822
H1 -1.382 0.313 2.697
H2 3.299 -2.030 -1.323
H3 3.832 -3.710 -0.704
H4 0.370 2.389 2.218
H5 3.078 -2.434 0.251
H6 -2.907 1.014 -1.124
H7 0.562 3.245 0.168